Below is a cluster of 4 separate species, C6H15IN3O3 in total, with properties calculated with ωB97M-V/def2-TZVPD.

Each line ends with the natural charge from an NBO analysis.
Atoms and positions in Å:
I (0.568174, -0.777536, 1.590665)  -0.916
O (3.716449, -1.870284, -3.150516)  -0.665
C (2.793808, -1.784063, -2.338115)  0.672
N (2.976027, -1.397715, -1.056311)  -0.837
C (1.350761, -2.076751, -2.711944)  -0.717
H (3.901254, -1.171301, -0.741659)  0.394
H (2.199344, -1.345160, -0.402880)  0.428
H (0.893657, -1.148435, -3.061943)  0.237
H (0.833370, -2.460409, -1.834415)  0.229
H (1.326246, -2.750856, -3.563015)  0.226
O (-0.106671, 3.073247, -2.615964)  -0.658
C (0.265242, 2.179963, -1.857306)  0.673
N (-0.575165, 1.232445, -1.371258)  -0.835
C (1.710360, 2.062045, -1.446361)  -0.721
H (-1.566668, 1.342412, -1.482656)  0.390
H (-0.259218, 0.649412, -0.600670)  0.424
H (1.878594, 1.409745, -0.589478)  0.236
H (2.092551, 3.038677, -1.150593)  0.228
H (2.265602, 1.718761, -2.319583)  0.235
O (-4.088013, -0.115189, 4.822771)  -0.652
C (-3.222057, -0.056276, 3.959142)  0.674
N (-1.902173, -0.094023, 4.264226)  -0.834
C (-3.523193, 0.134885, 2.495827)  -0.720
H (-1.161440, -0.098788, 3.569140)  0.425
H (-1.599240, -0.406300, 5.170395)  0.388
H (-3.168925, -0.655341, 1.840578)  0.244
H (-3.007132, 1.047017, 2.177205)  0.230
H (-4.591544, 0.319817, 2.404719)  0.223

Force components x, y, z for each atom (eV/Å):
-0.0515 0.0257 -0.0345
-0.4891 0.0472 0.4523
0.4962 -0.0047 -0.5326
-0.2846 -0.1673 -0.1943
0.4429 0.2648 -0.0184
0.0645 0.0276 -0.0042
0.1855 0.0676 0.0610
-0.1010 0.0443 0.2846
-0.3212 -0.0054 -0.2006
0.0497 -0.2538 0.1578
0.0981 -0.4323 0.2912
-0.4815 0.6597 -0.3102
0.4568 -0.1637 0.3251
0.1603 0.0199 0.2972
-0.0380 0.1450 -0.1834
-0.0887 -0.0338 -0.0276
-0.1137 -0.2827 -0.1984
-0.1337 0.1219 -0.2792
0.1386 -0.0577 0.1148
0.0044 -0.1176 -0.2702
0.3055 -0.1588 0.4253
0.5688 -0.1078 -0.0234
-0.1658 0.8985 -0.0018
-0.3320 -0.0848 -0.2707
-0.3683 0.1216 0.1852
-0.0098 -0.2372 0.1780
0.0039 -0.0903 -0.0746
0.0037 -0.2458 -0.1482

Values from the calculation:
LUMO = 3.10 eV
ΔE to the lowest compared entry with this formula, charge and spin = 0.00 kcal/mol
HOMO energy = -5.27 eV
net charge = -1
energy = -925.515529 Ha

***

Below is a cluster of 2 separate species, C4H6NO2 in total in a non-equilibrium geometry, with properties calculated with ωB97M-V/def2-TZVPD.

Each line ends with the natural charge from an NBO analysis.
Atoms and positions in Å:
C (-0.207681, -1.004980, 0.503365)  -0.312
C (-0.529615, -0.683746, 1.757679)  0.090
C (0.012806, 0.235215, -0.170027)  0.169
C (0.209841, 0.408561, -1.623726)  -0.637
N (-0.419204, 1.224628, 0.586402)  0.323
O (-0.462301, 2.451525, 0.562080)  -0.519
O (-0.740720, 0.633944, 1.925017)  -0.364
H (0.026760, -1.997551, 0.144208)  0.263
H (-0.633284, -1.306120, 2.704565)  0.193
H (2.278535, -1.172249, -0.195457)  -0.881
H (-0.248478, 1.382743, -1.953895)  0.212
H (-0.437947, -0.463069, -2.119377)  0.202
H (1.151288, 0.291098, -2.120834)  0.263

Force components x, y, z for each atom (eV/Å):
0.6769 -0.5615 0.4951
-0.9474 -1.2176 1.6964
-0.6858 -0.0452 -0.3759
-2.8413 -0.5905 -2.0529
0.6257 -1.1828 1.3791
-0.1463 0.6009 -0.5705
0.5413 0.6543 -0.6996
0.1365 0.4975 -0.0700
0.0251 0.9351 -1.5959
0.2328 -0.0403 -0.1548
0.3808 -0.8310 0.3208
1.1517 1.8236 0.9010
0.8501 -0.0425 0.7273

Values from the calculation:
LUMO (spin up / spin down) = 3.98 / 3.98 eV
ΔE to the lowest compared entry with this formula, charge and spin = 162.21 kcal/mol
HOMO energy (spin up / spin down) = -1.28 / -1.28 eV
net charge = -1
energy = -361.049202 Ha

***

Below is a structure of composition C4H8BN3O2 in a non-equilibrium geometry, with properties calculated with ωB97M-V/def2-TZVPD.

Each line ends with the Löwdin spin population.
Atoms and positions in Å:
B (0.181315, -0.763430, 0.066003)  0.093
C (-2.310210, -0.647625, -0.022813)  -0.001
C (-0.932321, 1.421831, -0.050440)  0.066
C (1.491458, -1.621781, 0.087798)  0.000
C (1.693029, 1.673887, -0.019068)  0.614
N (-1.072161, -1.371102, 0.057387)  0.093
N (-2.153028, 0.712024, -0.138725)  0.000
N (0.146021, 0.641420, -0.042302)  0.722
O (-3.383887, -1.247070, -0.038125)  0.041
O (-0.968206, 2.610126, -0.068996)  0.199
H (1.380739, -2.616847, 0.428569)  0.000
H (2.437933, -1.139643, 0.595296)  0.002
H (1.969693, -1.858710, -0.901464)  0.001
H (2.334825, 0.956155, -0.466219)  0.052
H (1.219724, 2.556573, -0.628372)  0.038
H (2.009974, 1.922608, 0.971468)  0.072
H (-0.956246, -2.356361, 0.207567)  0.004
H (-3.088651, 1.127946, -0.037572)  0.003

Force components x, y, z for each atom (eV/Å):
0.4301 -1.1971 -0.7344
-0.1981 -2.9555 -0.1869
-2.7574 -1.3572 -0.7305
3.0052 1.3006 -0.5182
2.0558 4.1362 -1.2278
-0.0940 0.7679 0.3690
-1.5273 -0.8034 0.5949
-0.7105 -0.2449 0.4216
1.5765 1.4979 0.1528
0.2597 1.8993 0.2037
-0.3452 -1.0227 0.9970
-2.1108 -0.7973 -0.4960
-0.8314 0.7015 0.2319
0.4190 -0.3164 -0.6599
1.4213 -1.9325 1.2611
0.0558 0.3702 0.6256
-1.5525 -0.5546 -0.0505
0.9040 0.5078 -0.2535

Values from the calculation:
LUMO (spin up / spin down) = 0.21 / -4.03 eV
ΔE to the lowest compared entry with this formula, charge and spin = 14.92 kcal/mol
HOMO energy (spin up / spin down) = -4.60 / -11.15 eV
expectation value of S² = 2.0182
energy = -496.700810 Ha
spin multiplicity = 3

***

Below is a cluster of 2 separate species, C5H5NS in total in a non-equilibrium geometry, with properties calculated with ωB97M-V/def2-TZVPD.

Each line ends with the natural charge from an NBO analysis.
Atoms and positions in Å:
C (4.188302, -0.455861, -0.101930)  -0.469
C (3.134716, 0.044775, 0.004431)  -0.069
C (0.467249, 0.331553, 0.017372)  0.319
C (-1.476154, -0.646958, -0.032116)  -0.254
C (-2.004561, 0.819195, -0.125733)  -0.509
N (-0.017642, -0.767510, -0.089035)  -0.442
S (-0.433964, 1.778004, -0.018884)  0.287
H (4.952988, -1.061990, 0.264015)  0.223
H (-1.667516, -0.947071, 1.042652)  0.222
H (-2.064608, -1.351014, -0.754077)  0.238
H (-2.383519, 1.210601, -0.969941)  0.217
H (-2.695289, 1.046276, 0.763246)  0.236

Force components x, y, z for each atom (eV/Å):
2.8081 -1.6685 0.3179
-6.8973 2.6029 0.0127
2.6763 -0.8435 -0.5546
-2.3908 -1.5974 0.6938
1.6151 -0.6520 4.1595
-0.0241 -0.3187 -0.4581
0.4836 1.6230 0.6381
1.2025 -0.4173 -0.2322
-0.2534 -0.0885 -1.3580
1.4686 1.1169 1.3164
-1.7908 0.4793 -3.1484
1.1022 -0.2361 -1.3871

Values from the calculation:
LUMO (spin up / spin down) = -2.11 / -2.11 eV
ΔE to the lowest compared entry with this formula, charge and spin = 181.91 kcal/mol
HOMO energy (spin up / spin down) = -9.56 / -9.55 eV
energy = -646.162929 Ha

***

Which of these has the lowest ΔE to the lowest compared entry with this formula, charge and spin? C6H15IN3O3

***

What is the ΔE to the lowest compared entry with this formula, charge and spin in the fourth record? 181.91 kcal/mol